Here is C4H6ClPS in the gas phase at a distorted geometry from OMol25. Energies are from the ωB97M-V functional and the def2-TZVPD basis.

The calculation puts the gap between HOMO and LUMO (alpha / beta) at 8.54 / 6.06 eV. As for the HOMO energy (alpha / beta): -8.711 / -8.217 eV. The energy relative to the best compared isomer or geometry (same formula, charge and spin) comes out at 72.43 kcal/mol.

Each line ends with the Mulliken charge.
Element x y z (Å)
1 Cl 2.52393 -0.08971 -1.48006  -0.2248
2 S 1.87246 -3.03492 -0.19773  -0.3074
3 P 1.51602 -1.10208 -0.03425  0.3927
4 C -0.78721 1.21418 0.88655  0.1025
5 C -0.11421 0.92316 1.93292  -0.7867
6 C -0.24063 -0.80898 -0.62909  -0.7989
7 C -0.69337 0.63840 -0.51922  -0.4816
8 H 0.00057 1.27218 -1.08179  0.2797
9 H -1.52795 2.02050 0.92817  0.2972
10 H -0.27525 -1.11503 -1.67985  0.4148
11 H 0.29204 0.82598 2.90039  0.3903
12 H -1.68073 0.73133 -0.97597  0.3380
13 H -0.88566 -1.47501 -0.05005  0.3842

---

Here is a molecular structure, C4H6CsLiO at a distorted geometry from OMol25. Energies are from the ωB97M-V functional and the def2-TZVPD basis.

Its multiplicity is 2. As for the total charge: +1. The calculation puts the gap between HOMO and LUMO (alpha / beta) at 4.17 / 3.72 eV. As for the HOMO energy (alpha / beta): -8.428 / -7.847 eV. The energy relative to the best compared isomer or geometry (same formula, charge and spin) comes out at 28.75 kcal/mol.

Each line ends with the Mulliken spin population.
Element x y z (Å)
1 Cs 2.93029 -1.16793 4.61581  -0.0063
2 O 0.69350 0.81140 2.04044  0.0415
3 C -0.21134 1.78097 2.04368  0.0095
4 C -1.09437 2.00338 1.03710  0.0898
5 C -0.45912 -1.08409 -2.25244  0.9349
6 C -0.13828 -2.35013 -2.41709  -0.1697
7 Li 1.81351 -1.05645 -1.30597  -0.0307
8 H 0.11345 -2.75874 -3.40766  0.0567
9 H -0.59206 -0.20564 -2.88633  0.0390
10 H -1.95973 2.64349 1.20980  -0.0014
11 H -0.22714 2.46234 2.90832  0.0057
12 H -0.11597 -3.06138 -1.58088  0.0389
13 H -0.75276 1.98278 -0.00477  -0.0079

---

Here is C4H6F2 in the gas phase at a distorted geometry from OMol25. Energies are from the ωB97M-V functional and the def2-TZVPD basis.

The calculation puts the gap between HOMO and LUMO at 11.46 eV. As for the HOMO energy: -10.446 eV. The energy relative to the best compared isomer or geometry (same formula, charge and spin) comes out at 32.85 kcal/mol. Its structure (SMILES) is FCC1(F)CC1.

Each line ends with the Mulliken charge.
Element x y z (Å)
1 F 0.58400 2.37654 -0.19573  -0.2985
2 F 1.66660 0.03104 -0.56430  -0.3401
3 C 0.35537 0.01382 -0.13033  0.9486
4 C 0.04647 -0.64202 1.16942  -0.7377
5 C -0.36532 -1.34495 -0.17463  -0.8775
6 C -0.28397 1.30259 -0.62576  -0.4382
7 H 0.35913 -2.08695 -0.41619  0.3068
8 H 0.92294 -1.05432 1.74252  0.2332
9 H -0.09642 1.15453 -1.68460  0.2752
10 H -1.27508 -1.15930 -0.54615  0.3572
11 H -0.57771 -0.10965 1.78891  0.2844
12 H -1.33600 1.51867 -0.36317  0.2865

---

Here is a molecular structure, C4H6F2 at a distorted geometry from OMol25. Energies are from the ωB97M-V functional and the def2-TZVPD basis.

The calculation puts the gap between HOMO and LUMO at 10.48 eV. As for the HOMO energy: -9.890 eV. The energy relative to the best compared isomer or geometry (same formula, charge and spin) comes out at 117.37 kcal/mol.

Each line ends with the Mulliken charge.
Element x y z (Å)
1 F 0.07770 2.07441 -1.63365  -0.3212
2 F 0.42695 -0.25017 2.18681  -0.2887
3 C -0.71699 -1.24007 0.51769  -1.0268
4 C 0.50022 0.87640 0.13879  -0.1691
5 C 0.43714 0.70868 -1.27197  -0.0470
6 C 0.13655 -0.08459 0.86832  0.3795
7 H 1.47868 0.70804 -1.79155  0.1721
8 H -0.33526 -0.03866 -1.48005  0.2258
9 H -0.02222 -2.28983 -0.02281  0.2421
10 H -1.84610 -0.78905 -0.22665  0.2730
11 H -1.04868 -1.48863 1.93397  0.3054
12 H 0.91200 1.81347 0.78111  0.2549

---

Here is C4H6F2 in the gas phase at a distorted geometry from OMol25. Energies are from the ωB97M-V functional and the def2-TZVPD basis.

The calculation puts the gap between HOMO and LUMO at 10.21 eV. As for the HOMO energy: -9.260 eV. The energy relative to the best compared isomer or geometry (same formula, charge and spin) comes out at 8.70 kcal/mol. Its structure (SMILES) is C/C(F)=C(\C)F.

Each line ends with the Mulliken charge.
Element x y z (Å)
1 F -1.65053 -0.47602 0.32647  -0.2775
2 F -0.54824 0.78361 -1.45128  -0.2850
3 C 0.25223 0.29784 -0.47432  0.4760
4 C 1.70539 0.69110 -0.62832  -1.1543
5 C 0.33956 -0.94040 1.65765  -0.9139
6 C -0.31378 -0.34842 0.47560  0.5031
7 H 1.95477 1.71617 -0.26050  0.2335
8 H 0.18013 -2.04322 1.71749  0.2605
9 H -0.05230 -0.52973 2.58645  0.2718
10 H 1.45165 -0.77232 1.61830  0.2016
11 H 2.35527 0.04225 -0.07975  0.3315
12 H 1.99897 0.61789 -1.64239  0.3529

---

Here is C4H6F2 in the gas phase at a distorted geometry from OMol25. Energies are from the ωB97M-V functional and the def2-TZVPD basis.

The calculation puts the gap between HOMO and LUMO at 11.07 eV. As for the HOMO energy: -9.914 eV. The energy relative to the best compared isomer or geometry (same formula, charge and spin) comes out at 27.93 kcal/mol. Its structure (SMILES) is C=CCC(F)F.

Each line ends with the Mulliken charge.
Element x y z (Å)
1 F 2.42248 0.57399 2.03428  -0.2663
2 F 0.75918 -0.68860 2.55924  -0.2562
3 C 1.15177 -0.08733 0.03386  -0.8273
4 C 1.16950 0.24425 1.68500  0.3256
5 C -1.19817 0.02566 -0.38008  -0.7200
6 C -0.11294 -0.75147 -0.42100  -0.0168
7 H 0.66645 1.27188 1.85524  0.1670
8 H -0.27720 -1.83409 -0.53336  0.3022
9 H 2.00229 -0.69595 0.01921  0.3839
10 H -2.08941 -0.45071 -0.57053  0.2878
11 H 1.43401 0.80540 -0.35204  0.3896
12 H -1.31535 1.12225 -0.21846  0.2305

---

Here is a molecular structure, C4H6F2 at a distorted geometry from OMol25. Energies are from the ωB97M-V functional and the def2-TZVPD basis.

The calculation puts the gap between HOMO and LUMO at 12.29 eV. As for the HOMO energy: -11.232 eV. The energy relative to the best compared isomer or geometry (same formula, charge and spin) comes out at 12.81 kcal/mol.

Each line ends with the Mulliken charge.
Element x y z (Å)
1 F -2.19365 0.02234 -0.38772  -0.3443
2 F 2.21035 0.01137 -0.37979  -0.3554
3 C -1.02677 -0.00741 0.36096  0.2338
4 C 0.00644 -1.10201 0.02216  -0.7319
5 C 1.00147 -0.05592 0.37282  0.2514
6 C 0.00390 1.12139 0.05558  -0.8095
7 H 0.10439 1.23977 -0.99376  0.2945
8 H -1.38554 0.02227 1.42146  0.2931
9 H 1.28934 -0.08194 1.44258  0.2937
10 H 0.11334 1.98149 0.65074  0.3089
11 H -0.10508 -2.04459 0.56147  0.2843
12 H -0.07711 -1.15669 -1.04401  0.2814

---

Here is C4H6F2 in the gas phase at a distorted geometry from OMol25. Energies are from the ωB97M-V functional and the def2-TZVPD basis.

The calculation puts the gap between HOMO and LUMO at 10.96 eV. As for the HOMO energy: -9.982 eV. The energy relative to the best compared isomer or geometry (same formula, charge and spin) comes out at 21.64 kcal/mol. Its structure (SMILES) is C=C(CF)CF.

Each line ends with the Mulliken charge.
Element x y z (Å)
1 F -1.38313 -0.38430 -1.58572  -0.2800
2 F 0.11400 1.29808 1.74759  -0.2881
3 C -0.38101 0.12427 1.14930  -0.3554
4 C 1.66824 0.24990 -0.15973  -0.7917
5 C -0.24725 -1.05094 -1.17220  -0.3234
6 C 0.41846 -0.24111 -0.02825  0.5850
7 H 2.35722 0.10189 -1.03445  0.2558
8 H -0.49638 -2.05122 -0.79811  0.2458
9 H -1.48076 0.26905 0.93090  0.2613
10 H -0.46749 -0.67452 1.92802  0.2277
11 H 0.52286 -1.01891 -1.98322  0.2486
12 H 2.23606 0.65689 0.76525  0.2142